DFT (ωB97M-V with the def2-TZVPD basis set) results for an isolated molecule of C4H5ClS in a non-equilibrium geometry.

Results
E_tot: -1013.69928 hartree
strongest force on any atom: 4.81 eV/A
SMILES string: S=C1CC(Cl)C1
E_HOMO: -0.3239 hartree

Element x y z (Å)
C: -0.810 -0.244 0.681
C: -0.347 -0.578 -0.815
C: 1.110 -0.135 -0.510
C: 0.458 0.733 0.620
H: -0.483 -0.958 1.488
H: -0.686 -1.593 -1.209
H: -0.925 -0.074 -1.556
H: 0.328 1.780 -0.028
H: 1.050 0.777 1.433
S: 2.647 -0.221 -1.024
Cl: -2.343 0.513 0.920